[1]
{
  "formula": "C22H61BF4N11O10",
  "method": "ωB97M-V/def2-TZVPD",
  "e_homo_ha": -0.1963,
  "charge": -1,
  "multiplicity": 1,
  "de_lowest_kj_mol": 351.1,
  "homo_lumo_gap_ev": 7.72,
  "lumo_energy_ev": 2.38,
  "elements": ["H", "C", "H", "B", "H", "H", "H", "O", "H", "H", "H", "F", "C", "O", "H", "H", "H", "H", "F", "N", "C", "N", "H", "O", "N", "H", "C", "N", "C", "N", "H", "N", "O", "C", "N", "H", "C", "H", "H", "H", "H", "O", "H", "H", "H", "H", "N", "H", "H", "H", "H", "C", "H", "C", "F", "H", "H", "H", "C", "C", "C", "C", "F", "H", "H", "N", "H", "H", "C", "H", "C", "N", "H", "H", "C", "H", "H", "H", "H", "O", "H", "O", "H", "H", "H", "H", "N", "H", "H", "C", "H", "O", "C", "H", "H", "C", "C", "O", "H", "O", "C", "H", "H", "H", "H", "H", "H", "H", "C"],
  "xyz": [[21.570, 30.200, -6.665], [25.516, 20.701, -3.722], [22.877, 23.103, -9.172], [23.101, 26.562, -11.155], [23.069, 25.502, -15.817], [21.956, 27.209, -8.975], [24.754, 29.447, -10.409], [20.069, 25.640, -7.063], [19.317, 21.900, -11.143], [21.387, 25.250, -9.812], [23.714, 20.514, -5.338], [23.448, 25.254, -10.780], [25.559, 30.906, -8.914], [23.956, 27.547, -6.424], [26.259, 31.735, -9.015], [26.272, 30.244, -10.814], [20.313, 32.455, -12.880], [20.151, 20.535, -11.411], [23.497, 27.369, -10.104], [24.380, 31.259, -8.167], [21.338, 31.157, -11.815], [22.410, 24.043, -13.151], [18.484, 23.356, -9.949], [21.981, 23.416, -15.152], [19.685, 27.555, -12.497], [25.596, 31.507, -12.812], [25.307, 30.382, -10.327], [25.701, 26.440, -5.683], [23.496, 30.217, -7.693], [21.395, 27.055, -8.149], [17.620, 27.258, -12.085], [25.053, 26.158, -7.755], [19.877, 29.737, -14.788], [18.958, 29.998, -15.808], [22.677, 21.612, -7.455], [21.988, 23.196, -12.799], [20.280, 21.607, -11.559], [16.907, 23.897, -9.583], [18.230, 25.147, -9.573], [21.270, 20.653, -9.487], [23.164, 26.129, -14.191], [17.624, 24.592, -11.366], [20.447, 22.154, -9.025], [20.225, 26.396, -14.090], [23.845, 31.789, -12.867], [19.563, 25.064, -11.557], [20.860, 25.084, -8.966], [21.546, 27.451, -7.233], [18.717, 27.398, -14.232], [18.568, 27.153, -10.761], [26.168, 30.171, -8.388], [18.619, 26.908, -11.822], [23.321, 21.522, -9.419], [17.844, 24.235, -10.028], [21.751, 26.476, -11.185], [25.589, 19.728, -4.208], [19.281, 29.669, -16.796], [22.415, 31.582, -6.304], [22.386, 24.273, -14.413], [20.257, 31.994, -8.110], [22.583, 22.100, -8.864], [21.316, 21.741, -9.538], [23.644, 26.832, -12.372], [26.504, 20.949, -3.336], [24.665, 31.808, -7.368], [21.529, 29.873, -11.814], [24.768, 20.703, -2.928], [23.969, 29.812, -6.798], [20.767, 25.920, -7.981], [21.855, 22.005, -7.020], [22.263, 30.896, -7.137], [20.543, 31.495, -12.669], [20.637, 28.075, -15.750], [26.441, 25.858, -6.049], [23.835, 22.217, -6.751], [17.966, 29.581, -15.633], [20.246, 21.930, -12.600], [24.464, 26.246, -8.571], [21.561, 28.646, -14.507], [24.492, 31.316, -11.002], [20.450, 24.171, -8.831], [25.276, 21.672, -4.716], [19.819, 31.213, -7.489], [24.355, 30.158, -12.795], [20.887, 29.224, -12.248], [22.721, 24.709, -12.458], [22.905, 25.389, -14.827], [18.677, 25.067, -13.054], [19.751, 32.172, -9.059], [20.510, 28.476, -14.744], [23.194, 21.949, -4.642], [21.891, 31.890, -11.038], [19.770, 27.377, -13.953], [22.260, 29.473, -11.243], [23.182, 29.462, -8.414], [23.955, 21.577, -5.328], [24.629, 31.156, -12.451], [21.668, 31.618, -8.236], [25.763, 26.925, -4.799], [21.336, 22.186, -10.852], [18.616, 25.361, -12.006], [25.921, 25.660, -7.890], [24.778, 22.005, -7.255], [23.594, 23.278, -6.687], [20.509, 27.181, -12.049], [20.164, 30.819, -13.317], [20.150, 32.912, -7.532], [18.915, 31.086, -15.852], [24.895, 26.802, -6.628]],
  "forces_ev_per_angstrom": [[-0.29, -0.64, -0.43], [0.38, 0.38, -0.79], [-0.22, 0.71, 1.02], [1.24, -1.36, 1.15], [-0.21, -0.03, 0.37], [0.25, 0.31, 0.72], [0.29, -0.51, 0.59], [-2.12, -0.60, 4.25], [-0.24, 0.73, 0.15], [-0.07, -0.18, 0.36], [0.03, -0.30, -0.74], [1.10, -1.11, 0.30], [0.15, -0.84, -0.24], [-0.84, 1.02, 0.24], [-0.43, 0.54, 0.04], [0.30, 0.01, -0.15], [0.27, -0.20, 0.54], [0.98, -0.47, -0.47], [0.43, 1.12, -0.01], [0.36, 0.88, -0.94], [4.71, -0.43, 5.79], [-0.20, -0.26, 5.03], [0.63, 0.22, 0.07], [-1.25, -1.94, -2.74], [0.82, 1.06, 0.00], [0.22, -0.26, 0.05], [-0.85, 0.36, 0.17], [3.47, -1.40, 2.32], [0.03, 0.97, 1.64], [0.68, 2.26, 0.68], [-0.11, 0.35, -0.83], [1.35, -1.86, -3.07], [0.25, -0.32, 0.32], [-0.08, 0.41, -0.24], [-0.02, 0.81, -0.99], [0.21, 0.31, -0.16], [-1.62, 0.14, 0.07], [-0.22, 0.45, -0.07], [0.18, -0.56, 0.95], [-0.48, -0.29, -0.12], [0.15, -0.19, -0.11], [-1.45, -0.08, -1.25], [-0.40, -0.01, 0.23], [0.00, -0.01, -1.00], [0.11, 0.25, 0.02], [0.52, -0.25, -0.18], [0.53, -3.48, -3.65], [0.64, 0.83, -0.57], [0.01, -0.30, -0.73], [0.82, -0.07, 0.24], [0.25, -0.74, 0.16], [-2.54, -1.17, 0.28], [0.34, -0.23, -0.01], [-0.02, 0.65, -0.24], [-2.15, 0.78, -0.41], [-0.20, -0.38, 0.21], [0.33, -0.28, -0.04], [0.83, 0.44, 0.09], [-0.19, -1.69, -0.87], [1.84, -0.64, 1.25], [2.03, -0.87, -0.37], [-0.38, -0.49, 0.87], [0.39, 0.87, -0.87], [-0.12, -0.08, 0.29], [-0.11, 0.13, -0.02], [1.66, -5.27, 0.42], [-0.08, -0.02, 0.09], [-0.07, -1.11, -0.21], [-0.17, 0.21, -1.12], [-0.25, -0.04, 0.48], [-1.53, 0.89, -1.09], [-7.71, 3.88, -8.16], [-0.45, -0.04, -0.47], [0.35, 0.10, 1.20], [-0.56, -0.68, 1.17], [-0.11, -0.04, 0.21], [0.46, -0.26, 0.02], [-0.12, 0.43, 0.29], [-0.11, 0.03, 0.94], [1.16, 0.03, -2.08], [0.02, 0.46, -0.12], [-1.02, 0.82, -0.86], [-0.69, -0.16, -0.35], [0.46, -0.39, 0.18], [-0.07, 0.06, 0.24], [0.06, -0.41, -0.16], [1.45, 3.89, -1.62], [-0.38, 0.09, -0.04], [0.52, -0.53, -0.17], [0.14, -0.99, -0.57], [0.02, 0.65, 0.13], [1.00, 2.08, 1.30], [-0.32, 0.33, 1.25], [-0.31, 0.31, 0.17], [0.45, 0.16, -0.09], [0.38, -0.53, 0.37], [-1.30, 0.79, 1.49], [-1.35, 0.11, 0.10], [-0.01, -0.14, -0.47], [0.24, -0.12, -0.73], [1.49, -0.03, 1.02], [-0.35, -0.03, -0.31], [-0.17, 0.19, -0.31], [0.85, 0.28, 0.16], [0.16, 0.38, -0.35], [0.04, 0.19, -0.08], [0.19, 0.33, 0.14], [-0.38, 0.01, -0.04], [-3.92, 1.63, -0.11]]
}

---

[2]
{
  "formula": "C3H3FOS",
  "method": "ωB97M-V/def2-TZVPD",
  "e_homo_ha": -0.3396,
  "multiplicity": 1,
  "de_lowest_kj_mol": 104.3,
  "homo_lumo_gap_ev": 9.03,
  "lumo_energy_ev": -0.21,
  "elements": ["H", "C", "O", "C", "H", "C", "F", "S", "H"],
  "xyz": [[0.694, -2.420, -0.756], [-0.454, 0.102, -0.048], [-0.664, -0.844, -1.036], [0.933, -0.510, 0.305], [0.760, -1.003, 1.289], [0.681, -1.307, -0.880], [2.060, 0.209, 0.277], [-1.436, 1.223, 0.669], [1.336, -0.982, -1.699]],
  "forces_ev_per_angstrom": [[0.06, 0.90, -0.30], [-1.04, 1.09, 1.07], [-0.28, 1.48, 0.88], [-1.75, 0.52, 1.84], [0.63, 0.17, -0.60], [0.88, -3.16, -1.78], [0.56, 0.73, 0.27], [1.23, -1.52, -1.38], [-0.30, -0.22, -0.01]]
}

---

[3]
{
  "formula": "C26H45BiClNPS",
  "method": "ωB97M-V/def2-TZVPD",
  "e_homo_ha": [-0.0777, -0.0775],
  "charge": -1,
  "multiplicity": 1,
  "homo_lumo_gap_ev": [4.47, 4.46],
  "lumo_energy_ev": [2.35, 2.35],
  "elements": ["C", "H", "Bi", "C", "C", "H", "C", "H", "H", "H", "C", "H", "N", "H", "S", "H", "C", "C", "H", "H", "H", "C", "H", "C", "H", "Cl", "C", "C", "H", "C", "H", "H", "H", "H", "H", "C", "C", "H", "C", "C", "H", "P", "H", "H", "H", "H", "H", "C", "C", "H", "H", "H", "C", "C", "H", "H", "H", "H", "C", "C", "H", "H", "H", "C", "C", "C", "H", "H", "H", "C", "H", "H", "H", "H", "H", "H"],
  "xyz": [[-1.542, 0.537, -1.531], [-2.964, 2.787, -4.362], [-2.641, 1.027, 1.759], [-0.573, -2.915, 0.902], [1.885, 0.417, -1.305], [-2.782, -1.944, -1.637], [-2.880, -3.880, -0.711], [-2.689, -5.643, 0.507], [1.079, 4.466, 2.263], [1.389, 0.822, -2.197], [2.012, 3.918, 2.380], [3.683, 1.453, 3.868], [-3.247, 1.788, 5.541], [-3.318, -4.382, -1.600], [-1.713, 3.103, 3.492], [3.437, 3.912, 3.924], [3.350, 0.138, -1.664], [-2.180, 0.822, -3.967], [-2.603, 0.285, -1.325], [3.285, -0.668, -3.686], [-1.199, 2.722, -4.290], [-2.604, 2.366, 4.731], [-0.547, -4.912, 1.744], [3.484, -1.014, -2.665], [-1.298, -5.344, -0.530], [-3.702, -1.293, 2.594], [-2.094, -2.618, -1.111], [-1.291, -4.213, 1.321], [2.183, 0.496, 1.800], [1.107, -0.820, -0.810], [2.610, -2.988, -3.126], [-3.194, 0.490, -3.735], [1.722, 2.634, 0.586], [1.841, 1.194, -0.534], [-1.431, 2.391, -0.426], [-2.119, 2.337, -3.836], [2.006, 2.606, 1.656], [-2.297, -1.730, 0.807], [1.168, -1.873, -1.922], [-2.150, 2.833, -2.381], [-3.186, 2.752, -2.018], [-0.623, -0.347, 0.017], [-1.341, -0.981, -3.172], [3.828, 1.060, -2.040], [-0.896, -0.763, 2.562], [4.527, -1.348, -2.674], [3.066, -2.666, -1.408], [2.597, 1.372, 3.744], [2.346, 3.851, 3.872], [-1.289, -2.898, -1.800], [3.853, -0.186, -0.740], [-0.196, 2.217, -1.672], [1.981, 2.532, 4.556], [2.313, 1.447, 2.291], [-3.693, -3.522, -0.056], [-2.029, -3.951, 2.099], [2.758, 4.548, 1.891], [0.658, -1.490, -2.809], [-2.028, -4.855, 0.132], [-0.548, 0.080, 1.955], [-0.202, 0.381, -3.236], [0.293, -3.184, 0.287], [0.673, -2.810, -1.661], [-1.256, 2.018, -1.437], [-1.240, 0.103, -2.994], [2.608, -2.236, -2.314], [1.611, -1.225, 0.082], [2.396, 2.528, 5.576], [2.367, 0.417, 4.231], [-1.470, -1.962, 0.115], [-0.241, -2.382, 1.793], [0.894, 2.445, 4.616], [1.948, 4.703, 4.444], [0.191, 0.657, 2.537], [-1.974, 0.496, -4.990], [-1.881, 3.892, -2.305]],
  "forces_ev_per_angstrom": [[0.55, -0.48, 0.01], [0.10, 0.05, -0.20], [-0.88, -0.02, 0.52], [0.03, -0.71, -0.08], [-0.20, 0.32, 0.20], [0.22, 0.01, 0.10], [0.11, 0.39, 0.80], [0.10, -0.06, -0.05], [-0.36, -0.24, -0.27], [0.04, -0.06, 0.20], [-0.15, 0.46, 0.05], [0.20, -0.02, 0.05], [1.55, 1.51, -1.70], [0.27, 0.26, 0.52], [0.26, 0.80, 0.72], [0.12, 0.18, 0.24], [-0.31, -0.53, 0.35], [-0.18, -0.07, 0.51], [0.59, 0.35, 0.25], [-0.23, 0.03, 0.06], [-0.02, -0.13, -0.16], [-1.20, -1.23, 1.18], [-0.41, 0.19, -0.10], [0.11, -0.19, -0.38], [0.00, 0.04, 0.05], [-0.10, -0.51, -0.29], [0.21, -0.27, -0.43], [-0.37, 0.56, -0.19], [0.32, -0.09, -0.48], [0.02, 0.50, 0.72], [0.06, 0.35, 0.44], [-0.16, -0.02, -0.03], [0.22, -0.06, 0.85], [0.09, -0.14, -0.27], [0.02, -0.11, 0.11], [0.30, 0.53, 0.19], [0.15, -1.12, 0.61], [0.06, -0.12, -0.23], [-0.34, -0.21, -0.49], [-0.34, -0.40, 0.17], [0.16, -0.01, 0.09], [-0.46, -0.10, -0.08], [0.04, 0.40, 0.29], [-0.08, -0.40, 0.20], [0.40, -0.33, -0.50], [-0.01, 0.05, -0.09], [-0.05, -0.29, -0.30], [0.54, 0.47, 1.28], [0.74, -0.25, 0.35], [-0.25, 0.01, -0.18], [0.09, 0.31, -0.09], [-0.26, -0.12, -0.02], [0.04, 0.01, -0.38], [-1.00, 1.18, -1.01], [-0.03, -0.21, -0.30], [0.28, -0.15, -0.20], [0.09, 0.20, -0.04], [0.04, -0.08, 0.09], [0.02, -0.22, -0.31], [-0.20, -0.42, -1.21], [-0.28, -0.13, -0.07], [0.10, 0.01, 0.20], [-0.03, 0.18, 0.10], [-0.13, 0.71, -0.45], [0.52, -0.20, 0.09], [0.33, 0.55, 0.66], [0.15, 0.06, -0.16], [-0.21, -0.03, -0.27], [-0.33, 0.00, -0.49], [-0.52, -0.13, 0.99], [0.28, -0.31, -0.08], [0.03, -0.16, -0.01], [0.00, -0.20, -0.40], [-0.43, -0.09, -1.04], [0.04, 0.10, -0.01], [-0.03, -0.09, -0.20]]
}

---

Q: What is the formula in the second record?
A: C3H3FOS